(1)
17
Properties=species:S:1:pos:R:3:nbo_charge:R:1 method="wB97M-V/def2-TZVPD" lumo_ev=-9.93 orbital_gap_ev=9.21 fmax_ev_per_a=4.84 charge=+2 relative_energy_ev=3.156 smiles="C#[N+]C1=[NH+]CCN1C"
C -3.550 -0.334 0.147 0.566
N -2.454 -0.529 -0.071 -0.255
C -0.851 -0.594 -0.044 0.749
N -0.305 -1.773 -0.280 -0.501
C 1.194 -1.525 -0.111 -0.225
C 1.174 -0.062 0.404 -0.228
N -0.171 0.478 0.058 -0.324
C -0.090 1.881 -0.176 -0.453
H -4.477 -0.188 0.619 0.322
H -0.617 -2.698 -0.405 0.484
H 1.488 -1.358 -1.138 0.241
H 1.796 -2.096 0.593 0.289
H 1.386 -0.075 1.464 0.252
H 2.036 0.406 -0.099 0.270
H -0.237 2.171 -1.203 0.270
H -0.659 2.475 0.535 0.266
H 0.917 2.259 -0.008 0.275


(2)
9
Properties=species:S:1:pos:R:3:nbo_charge:R:1 method="wB97M-V/def2-TZVPD" lumo_ev="0.39 / 0.39" orbital_gap_ev="8.17 / 8.17" fmax_ev_per_a=2.46 charge=0 relative_energy_ev=4.800
C 0.817 -0.891 -0.006 -0.636
C -0.460 -0.284 0.068 0.235
C 1.951 -0.203 -0.007 0.804
N 0.462 1.776 -0.025 -0.579
O 3.028 0.218 0.033 -0.413
O -0.625 0.991 0.053 -0.213
H 0.876 -1.964 -0.082 0.278
H -1.372 -0.854 0.153 0.199
H 0.118 2.729 -0.079 0.326


(3)
102
Properties=species:S:1:pos:R:3:mulliken_spin:R:1 method="wB97M-V/def2-TZVPD" multiplicity=3 lumo_ev="-1.84 / -4.94" orbital_gap_ev="7.83 / 4.72" fmax_ev_per_a=2.68 charge=+1 s2=2.007
Pd 0.134 2.269 3.840 1.063
C -1.783 -0.258 1.366 -0.029
C -0.338 0.183 1.079 -0.034
C -0.246 0.488 -0.398 0.099
O -0.120 1.240 1.903 0.766
H -2.429 0.510 0.941 0.002
H -2.007 -0.246 2.436 -0.001
H -2.024 -1.231 0.954 0.001
H 0.333 -0.672 1.291 0.062
H -0.169 -0.442 -0.971 -0.012
H 0.679 0.985 -0.693 0.004
H -1.135 1.000 -0.755 0.019
C -0.405 5.598 1.292 0.000
S -1.563 5.169 2.588 0.012
O -0.928 4.030 3.337 0.017
C -2.717 4.463 1.455 -0.002
H 0.469 6.119 1.657 0.000
H -0.997 6.217 0.612 -0.001
H -0.143 4.671 0.786 0.000
H -2.222 3.742 0.796 0.003
H -3.196 5.218 0.844 0.000
H -3.484 3.878 1.967 -0.001
C 3.129 -0.237 3.688 0.007
S 1.865 -0.566 4.893 0.011
O 0.837 0.513 4.722 0.019
C 1.213 -2.026 4.115 -0.001
H 3.523 0.778 3.765 0.001
H 2.715 -0.331 2.685 -0.005
H 3.962 -0.916 3.867 -0.001
H 1.920 -2.852 4.225 0.001
H 1.108 -1.908 3.031 0.003
H 0.258 -2.246 4.580 0.000
N -2.568 -6.268 1.157 0.000
C -1.747 -5.861 0.161 0.000
C -1.472 -4.539 0.415 -0.001
C -2.193 -4.132 1.561 -0.001
C -2.845 -5.238 2.032 0.000
H -2.949 -7.194 1.217 0.000
H -1.317 -6.544 -0.539 0.000
H -0.714 -3.938 -0.069 0.002
H -2.266 -3.137 1.956 0.001
H -3.464 -5.483 2.876 0.000
N 5.735 1.813 -0.726 0.000
C 5.101 2.948 -0.282 0.000
C 3.759 2.664 -0.264 0.001
C 3.582 1.266 -0.587 0.001
C 4.818 0.796 -0.934 -0.001
H 6.710 1.726 -0.925 0.000
H 5.607 3.857 -0.023 0.000
H 3.005 3.407 -0.061 0.000
H 2.634 0.771 -0.496 -0.002
H 5.203 -0.143 -1.304 0.000
N -1.402 4.278 -2.841 0.000
C -1.097 5.545 -2.348 0.000
C -2.207 6.039 -1.764 0.000
C -3.210 4.997 -1.798 0.000
C -2.656 3.935 -2.506 0.000
H -0.744 3.720 -3.358 0.000
H -0.109 5.953 -2.446 0.000
H -2.308 7.023 -1.324 0.000
H -4.197 5.139 -1.400 0.000
H -3.114 3.009 -2.820 0.000
N 2.670 -1.756 -2.603 0.000
C 1.454 -2.369 -2.453 -0.008
C 1.330 -3.282 -3.445 0.000
C 2.431 -3.079 -4.334 0.000
C 3.232 -2.116 -3.788 0.000
H 2.982 -1.116 -1.901 -0.001
H 0.831 -2.251 -1.585 0.008
H 0.552 -4.012 -3.593 0.000
H 2.647 -3.759 -5.137 0.000
H 4.217 -1.750 -4.015 0.000
N 3.060 -4.239 1.381 0.000
C 2.395 -3.225 0.742 0.000
C 3.262 -2.172 0.617 0.010
C 4.556 -2.647 1.036 0.000
C 4.388 -3.908 1.541 0.001
H 2.653 -5.086 1.712 0.000
H 1.332 -3.284 0.575 0.000
H 3.053 -1.177 0.262 -0.008
H 5.462 -2.064 1.040 0.000
H 5.082 -4.598 1.984 0.000
N -0.738 -0.270 -5.060 0.000
C -0.100 0.177 -3.955 0.001
C 1.124 0.640 -4.321 0.000
C 1.167 0.542 -5.723 0.000
C 0.077 -0.117 -6.138 0.000
H -1.513 -0.900 -5.010 0.000
H -0.581 0.068 -3.004 -0.005
H 1.837 1.136 -3.687 0.000
H 1.932 0.867 -6.406 0.000
H -0.178 -0.486 -7.114 0.000
N -6.322 -1.398 2.287 0.000
C -7.187 -0.375 2.597 0.000
C -6.465 0.745 2.698 0.000
C -5.142 0.406 2.252 0.000
C -5.066 -0.910 2.060 0.000
H -6.631 -2.338 2.194 0.000
H -8.203 -0.616 2.891 0.000
H -6.805 1.702 3.039 0.000
H -4.315 1.076 2.092 -0.001
H -4.291 -1.613 1.816 0.000


(4)
143
Properties=species:S:1:pos:R:3:mulliken_charge:R:1 method="wB97M-V/def2-TZVPD" lumo_ev=-0.53 orbital_gap_ev=7.15 fmax_ev_per_a=0.94 charge=0 relative_energy_ev=0.402
K -0.763 0.509 -0.133 3.722
O 1.183 1.470 -3.434 -0.942
S 1.730 1.335 -2.064 2.234
C 2.697 2.858 -1.903 0.081
C 3.846 3.053 -2.659 -0.815
C 4.333 4.334 -2.856 -1.203
C 3.642 5.421 -2.341 -0.777
C 2.514 5.220 -1.565 -1.186
C 2.050 3.933 -1.288 0.229
P 0.707 3.619 -0.061 1.822
C 1.578 4.086 1.494 0.099
C 1.205 3.364 2.626 0.287
C 1.802 3.610 3.856 -0.236
C 2.783 4.580 3.972 -0.666
C 3.163 5.306 2.851 -0.862
C 2.567 5.061 1.623 -0.132
C -0.356 5.071 -0.370 0.221
C -0.960 5.159 -1.626 -0.508
C -1.840 6.189 -1.908 -0.810
C -2.133 7.139 -0.937 -0.513
C -1.544 7.052 0.314 -0.802
C -0.658 6.021 0.599 -0.571
C 3.059 0.126 -2.220 -0.780
C 3.510 -0.148 -3.504 0.097
C 4.523 -1.073 -3.690 -1.070
C 5.079 -1.717 -2.592 -0.913
C 4.590 -1.468 -1.321 0.371
C 3.548 -0.563 -1.115 -0.963
P 2.787 -0.271 0.535 2.572
C 4.242 0.436 1.398 0.005
C 5.301 -0.306 1.916 -0.332
C 6.393 0.330 2.481 -0.829
C 6.446 1.717 2.529 -0.789
C 5.399 2.465 2.016 -0.826
C 4.299 1.826 1.461 -0.004
C 2.761 -1.966 1.233 0.310
C 2.592 -3.113 0.459 -0.544
C 2.582 -4.370 1.050 -0.761
C 2.722 -4.498 2.425 -0.552
C 2.839 -3.360 3.210 -0.923
C 2.852 -2.107 2.619 -0.933
H 4.345 2.212 -3.119 0.492
H 5.229 4.485 -3.443 0.421
H 3.986 6.428 -2.541 0.445
H 1.975 6.071 -1.166 0.590
H 0.462 2.581 2.530 -0.571
H 1.508 3.027 4.720 0.447
H 3.257 4.766 4.927 0.356
H 3.930 6.067 2.930 0.425
H 2.892 5.633 0.766 0.289
H -0.754 4.411 -2.382 0.462
H -2.307 6.236 -2.883 0.427
H -2.826 7.942 -1.156 0.387
H -1.772 7.787 1.075 0.409
H -0.201 5.963 1.579 0.442
H 3.039 0.363 -4.335 0.673
H 4.882 -1.289 -4.687 0.454
H 5.883 -2.429 -2.729 0.441
H 5.010 -2.000 -0.476 0.354
H 5.274 -1.389 1.887 0.294
H 7.208 -0.259 2.883 0.430
H 7.302 2.210 2.972 0.395
H 5.422 3.546 2.055 0.512
H 3.478 2.417 1.076 0.295
H 2.515 -3.033 -0.618 0.344
H 2.492 -5.251 0.425 0.445
H 2.738 -5.478 2.885 0.416
H 2.931 -3.446 4.285 0.472
H 2.960 -1.227 3.243 0.591
O -2.667 -0.955 0.258 -0.942
S -4.026 -1.539 0.474 0.383
C -4.012 -3.162 -0.341 -0.656
C -3.825 -3.174 -1.854 -1.629
C -2.559 -2.512 -2.400 0.605
C -1.295 -3.209 -1.937 0.354
S 0.266 -2.364 -2.346 -0.012
O 0.262 -1.116 -1.514 -0.275
C -0.090 -1.904 -4.028 0.981
C -0.670 -0.680 -4.308 0.126
C -0.963 -0.369 -5.628 -0.971
C -0.679 -1.280 -6.634 -0.479
C -0.090 -2.504 -6.338 -0.826
C 0.217 -2.822 -5.025 -0.770
C -5.161 -0.706 -0.629 0.147
C -4.686 0.249 -1.506 0.168
C -5.577 0.890 -2.358 -0.515
C -6.925 0.569 -2.314 -0.599
C -7.394 -0.382 -1.413 -0.771
C -6.513 -1.021 -0.557 -0.418
H -4.967 -3.620 -0.075 0.759
H -3.234 -3.712 0.194 0.167
H -4.690 -2.692 -2.316 0.380
H -3.852 -4.222 -2.173 0.596
H -2.522 -1.461 -2.114 -0.469
H -2.609 -2.545 -3.490 0.605
H -1.211 -4.222 -2.339 0.705
H -1.254 -3.263 -0.846 -1.185
H -0.871 0.029 -3.518 0.102
H -1.418 0.588 -5.848 0.393
H -0.910 -1.034 -7.662 0.398
H 0.142 -3.203 -7.130 0.367
H 0.701 -3.760 -4.780 0.492
H -3.637 0.507 -1.525 -0.086
H -5.200 1.630 -3.052 0.422
H -7.619 1.066 -2.978 0.409
H -8.449 -0.617 -1.372 0.407
H -6.875 -1.748 0.161 0.419
C -4.341 -2.556 3.730 -1.428
O -3.166 -2.898 3.016 0.813
C -2.677 -4.148 3.145 0.624
C -3.344 -5.195 3.770 -0.679
C -2.793 -6.468 3.783 -0.896
C -1.575 -6.712 3.171 -0.761
C -0.890 -5.664 2.576 -0.590
C -1.413 -4.378 2.579 -0.220
N -0.705 -3.349 1.919 1.545
C -0.527 -2.057 2.227 -0.394
C -0.696 -1.401 3.427 1.101
C -0.835 -2.057 4.691 -1.062
C -0.914 -1.348 5.841 -0.867
C -0.888 0.082 5.787 -0.748
C -0.753 0.756 4.623 -0.716
C -0.636 0.057 3.357 -0.427
O -0.516 0.666 2.279 -0.379
H -4.498 -1.497 3.546 0.234
H -4.207 -2.727 4.801 0.499
H -5.204 -3.121 3.366 0.401
H -4.307 -5.021 4.228 0.521
H -3.333 -7.272 4.265 0.408
H -1.149 -7.705 3.167 0.427
H 0.073 -5.829 2.113 0.396
H -0.198 -3.656 1.100 0.243
H -0.144 -1.475 1.398 -0.226
H -0.827 -3.138 4.726 0.404
H -0.983 -1.847 6.798 0.489
H -0.975 0.636 6.715 0.405
H -0.744 1.838 4.593 0.702
B -2.850 2.687 -4.343 0.819
C -2.230 2.203 -2.970 -0.324
N -1.813 1.814 -1.962 -1.358
H -1.945 3.042 -5.068 -0.254
H -3.614 3.600 -4.102 -0.232
H -3.447 1.736 -4.816 -0.195